1.
103
Properties=species:S:1:pos:R:3 method="wB97M-V/def2-TZVPD" e_homo_ev="-13.4439 / -13.4630" total_charge=+2 energy_ev=-73684.5544 s_squared=6.050 gap_ha="0.293 / 0.160" multiplicity=5
Os -0.00072 0.42479 -0.41948
Si 1.07605 1.64670 -3.56293
Si -1.08594 -0.70010 -3.52941
N 2.09326 -1.65405 -0.09730
N 0.17044 -0.08959 1.67501
N -1.18075 -1.78798 -0.04239
N 0.69765 -1.31774 1.95670
N -0.24617 -2.71911 0.11650
N -1.70278 1.54016 -0.83375
N 1.92086 -0.31975 -0.35465
C -0.38734 2.86488 1.99347
C -1.03323 -0.46831 -5.37993
C 0.72734 -1.49024 3.29345
C -1.69176 4.46609 3.21468
C -1.39803 1.72402 -2.14140
C -2.91422 -0.76496 -3.12294
C 4.14017 4.32774 -0.33010
C -4.73877 -2.44687 -0.86406
C -6.13328 -0.66412 -0.05978
C 2.82164 2.45229 0.37508
C -3.61632 -1.82346 -0.27983
C -5.03331 -0.04521 0.53993
C -0.67217 1.87612 2.93602
C -3.05382 3.43988 -2.26872
C 0.21311 -0.34532 3.88225
C 3.14063 0.20843 -0.59678
C -0.73669 -3.97950 -0.10984
C 1.39126 3.24750 -2.62707
C 0.68876 2.23666 -5.29818
C 4.07311 -0.82032 -0.61748
C -0.06132 -2.22374 -3.12943
C -5.98040 -1.86440 -0.76044
C -2.06671 2.69286 -2.88215
C -1.98452 3.49120 4.16150
C 4.43058 2.18684 -1.39329
C 3.43132 1.64616 -0.58567
C -0.32249 0.78869 -2.53267
C -2.06124 -3.84212 -0.42193
C -3.78649 -0.61513 0.43289
C 1.25418 -2.71954 3.95526
C 4.77640 3.52331 -1.27004
C -2.64529 2.28367 -0.22535
C 0.08741 -5.21575 0.00584
C 3.16514 3.78932 0.49712
C 3.38655 -1.97699 -0.27393
C 2.42233 0.35333 -3.75351
C -0.89322 4.14886 2.12592
C -1.47832 2.20830 4.02485
C -3.35099 3.23219 -0.91835
C 3.92100 -3.35369 -0.07050
C -0.11801 0.51529 2.83677
C -2.32771 -2.44838 -0.32371
B 1.07412 -2.33834 0.84219
H 0.67742 -3.60274 3.67532
H -2.61052 3.73229 5.01123
H 0.12948 -0.15391 4.94032
H 3.35646 -4.08476 -0.65063
H 1.55886 -3.31732 1.31265
H -1.72992 1.45313 4.76107
H 2.69277 4.40401 1.25377
H 5.13621 -0.71705 -0.77426
H -2.92415 -0.17901 0.92367
H 2.42296 3.59502 -2.74183
H 1.47955 2.95291 -5.55145
H -4.11555 3.80732 -0.41363
H -2.07295 5.47267 3.33522
H -2.82252 2.09980 0.82577
H 3.41923 0.77551 -3.60649
H -0.26268 2.76640 -5.40176
H -0.03985 -0.65305 -5.79779
H 4.93226 1.56298 -2.12643
H -0.69909 -3.09642 -2.94336
H -6.83916 -2.33838 -1.21736
H 2.29565 -2.89766 3.68200
H 4.42852 5.36694 -0.22527
H 1.19913 -2.60115 5.03466
H -3.59652 4.19071 -2.83097
H 0.74033 4.02517 -3.03854
H 2.39136 -0.03954 -4.77447
H -2.77029 -4.63371 -0.61042
H 0.27434 2.64672 1.16261
H 0.58380 -2.07815 -2.26060
H -5.16997 0.87072 1.10403
H 5.54983 3.93776 -1.90506
H -4.61945 -3.36867 -1.42094
H -1.80121 2.84101 -3.92128
H 0.40553 -5.38660 1.03531
H 0.72209 1.43794 -6.03758
H 1.18674 3.16362 -1.55826
H 4.96258 -3.39124 -0.38267
H -7.11659 -0.21763 0.03077
H -1.71544 -1.21016 -5.81431
H -0.65216 4.90698 1.38919
H 3.86808 -3.64697 0.97946
H -3.15053 -0.50151 -2.09111
H -0.49895 -6.07312 -0.31634
H -3.31512 -1.76568 -3.32089
H -1.37488 0.51540 -5.70963
H 2.12726 2.00351 1.07678
H -3.44614 -0.06805 -3.77664
H 0.57607 -2.46450 -3.98551
H 0.98190 -5.15378 -0.61590
H 2.30220 -0.48723 -3.06753



2.
106
Properties=species:S:1:pos:R:3 method="wB97M-V/def2-TZVPD" e_homo_ev=-9.3149 total_charge=+1 energy_ev=-299806.8290 relative_energy_kj_mol=218.41 gap_ha=0.197 multiplicity=1
Re -0.08290 -0.64746 0.58653
Te -0.16180 -2.62259 2.35920
Br 1.06673 3.81676 6.25342
Br -3.38628 2.40025 3.02799
Ge -1.93667 0.53166 -2.38552
S 1.61616 0.77959 -0.48555
Si -0.16248 -5.54283 0.05175
Si -3.93769 -3.07801 0.58603
Si -1.16969 -2.27843 4.69037
Si -1.58847 -3.69368 0.61182
O -1.36624 0.52881 1.82479
O 1.32631 -2.10767 -0.16014
N 2.22698 -1.74419 -1.08597
N 1.20599 0.10061 2.46065
C -1.82930 2.43172 -1.88724
C -1.63828 5.16683 -1.38624
C -0.08675 -5.87869 -1.80207
C 2.50904 1.61349 4.39786
C -0.83682 1.24017 2.77191
C -4.58621 -4.57450 1.55795
C -6.61482 -0.32496 -2.39052
C -1.25211 -0.14702 -5.22920
C 3.17700 0.66252 3.67519
C 0.79467 0.53148 -6.29187
C -1.56677 2.17837 3.50060
C -1.76372 -4.01985 5.08941
C -5.89309 -0.67098 -3.52220
C 2.47430 -0.43803 -1.33265
C 0.52869 1.05896 3.14315
C -1.17714 4.25287 -0.45057
C 0.32412 2.75946 4.85294
C 2.47922 -0.09057 2.72044
C -4.09544 -1.50109 1.58506
C -0.82773 0.38943 -4.01704
C -5.96609 0.25663 -1.30887
C -2.51990 -1.00028 4.94798
C 3.46704 -0.12841 -2.27389
C -1.05969 -6.91624 0.99964
C 1.13390 1.83784 4.16185
C -3.86152 0.12901 -2.49071
C -0.45029 -0.07339 -6.36004
C -4.60065 0.48542 -1.36156
C -2.19792 4.71632 -2.57462
C -4.61614 -3.05990 -1.16287
C 4.13636 -1.11955 -2.94530
C 3.82652 -2.45644 -2.67585
C 0.42206 1.00713 -3.96433
C 2.87457 -2.73120 -1.73565
C -1.15696 -0.45525 -0.88353
C 1.57478 -5.37618 0.78083
C -4.52288 -0.44738 -3.57047
C 0.41274 -1.84528 5.62299
C -1.26827 2.89039 -0.70075
C -2.29865 3.35628 -2.81892
C -1.00196 2.91940 4.53666
C 1.22918 1.07202 -5.08941
H -4.09155 0.96419 -0.53053
H 0.52391 -0.76315 5.71629
H -0.80414 -0.48362 -7.29706
H -1.06571 -6.17112 -2.18486
H -3.30272 -0.79586 1.33800
H 2.97650 -0.87418 2.15866
H 0.60771 -6.69535 -2.00643
H -1.55959 6.22884 -1.19342
H 4.22839 0.47147 3.83449
H -3.45078 -1.48343 5.24975
H -5.70222 -2.95799 -1.13264
H -0.73499 4.60412 0.47424
H 1.30324 -2.22936 5.12230
H -1.97820 -7.22284 0.49628
H -1.60871 3.62911 5.08125
H 4.33267 -3.26473 -3.18073
H -1.97631 -4.09624 6.15831
H -4.48999 -5.49945 0.98629
H 0.75462 1.45794 -3.03735
H -2.22173 -0.61830 -5.30847
H -5.64482 -4.44406 1.79271
H -4.22722 -2.21670 -1.73352
H -2.72011 -0.40636 4.05787
H 3.68263 0.91645 -2.44527
H 2.19195 1.56523 -5.03338
H -2.74454 3.00232 -3.74340
H 1.41568 0.59906 -7.17555
H 2.24652 -6.10503 0.32302
H -0.90694 2.16782 0.01945
H -2.54964 5.42457 -3.31381
H -2.22663 -0.31237 5.74309
H 0.39663 -2.26477 6.63071
H -4.05599 -4.71029 2.50254
H -1.02150 -4.78058 4.84380
H 4.89573 -0.87048 -3.67310
H -6.52894 0.53861 -0.42704
H 2.58936 -3.73196 -1.44751
H -2.68500 -4.25750 4.55464
H -1.32320 -6.61201 2.01499
H -0.41750 -7.79528 1.07735
H 0.24265 -5.00544 -2.36642
H -4.03979 -1.71650 2.65220
H -5.04775 -1.00350 1.39374
H -7.68415 -0.48906 -2.35766
H -6.39449 -1.10942 -4.37542
H 3.01923 2.20468 5.14567
H -3.97584 -0.71347 -4.46372
H 1.56423 -5.55880 1.85588
H -4.38247 -3.97857 -1.70317
H 1.99071 -4.38029 0.61883



3.
100
Properties=species:S:1:pos:R:3 method="wB97M-V/def2-TZVPD" e_homo_ev="-3.4768 / -3.3197" total_charge=-1 energy_ev=-150153.2776 relative_energy_kj_mol=38.99 s_squared=0.858 gap_ha="0.218 / 0.212" multiplicity=2
Br 2.06632 -0.73977 1.95702
V -0.09336 -0.13916 0.93025
O -3.34645 3.40127 3.27196
O -1.04407 0.03243 2.43601
N -1.94172 0.17098 -0.38111
N -0.06237 -1.70270 -0.28763
N 0.29642 1.79216 1.23663
N -0.64807 2.34663 2.17496
C -0.35534 -3.91313 3.19509
C 1.93865 -2.94432 -0.90987
C -2.03828 1.58141 4.01521
C 2.77914 4.76178 -1.60517
C -1.56459 0.79321 5.05298
C 3.78753 -1.43238 -1.75021
C -3.80751 -1.46299 1.44807
C 2.44364 -5.06806 0.11967
C -1.56417 2.69262 -2.85931
C -2.79302 2.41690 -0.71178
C -5.05911 3.01131 -0.13898
C 4.88224 3.76160 -2.15484
C -2.77201 2.10829 6.65655
C -0.99102 4.20120 -0.92187
C 3.43282 2.58824 -0.50934
C 0.47099 -3.85048 0.81237
C 1.31323 -4.95119 0.91270
C 1.95650 -2.18931 -3.30804
C -1.61303 1.30552 2.58595
C -3.03120 1.07613 -0.33399
C -1.00045 -1.77219 -1.26745
C -5.29656 1.69471 0.20712
C 5.15575 4.80910 -3.02573
C 3.04289 5.80358 -2.48027
C -3.80425 3.35980 -0.60998
C 2.31112 -1.82059 -1.86345
C 1.50255 2.43798 1.25923
C 2.75436 -4.06117 -0.77930
C -1.79936 -4.78031 1.30892
C -3.26316 2.90016 5.62752
C -1.91745 1.05270 6.37476
C 4.23309 5.83070 -3.20226
C 3.68838 3.71564 -1.43633
C -4.77215 -0.69168 0.54564
C -5.22435 -1.55207 -0.64265
C -4.31585 0.70268 0.11328
C 0.77658 -2.85580 -0.13047
C -0.74050 -3.75576 1.72172
C -1.95034 -0.78507 -1.32205
C -2.89102 2.64464 4.31110
C 2.42895 2.49385 0.32713
C -1.46403 2.80843 -1.33176
H -0.71833 2.09919 -0.99136
H -0.91058 -0.03173 4.79611
H 4.15994 1.77423 -0.56439
H -2.34820 3.35401 -3.24251
H -5.66627 -0.51159 1.14408
H -1.39556 -5.79509 1.38826
H -1.53108 0.43376 7.17544
H -5.82406 -0.96335 -1.34061
H 3.08904 -5.93293 0.21481
H -1.16289 -2.76375 1.61631
H -3.95633 4.06329 3.60625
H 4.43499 6.63485 -3.90056
H 4.04719 -1.24082 -0.70667
H -1.80962 1.66892 -3.15642
H 6.09347 4.83060 -3.56929
H -2.68375 -0.77640 -2.12179
H -5.82915 -2.39320 -0.29132
H 2.31710 6.59902 -2.60141
H -0.15630 2.69700 2.99019
H 1.08582 -5.73089 1.63211
H -3.60713 4.38461 -0.90359
H 0.03228 -4.91540 3.40690
H -2.48593 1.40763 1.94325
H -4.36912 -1.95910 -1.18423
H -2.68372 -4.70924 1.94838
H 1.76986 2.94688 2.19170
H -3.06823 2.31544 7.67936
H 0.41120 -3.18137 3.46080
H 0.88681 -2.38383 -3.41062
H 2.49538 -3.09191 -3.61333
H 5.60588 2.96268 -2.02766
H 3.98428 -0.52554 -2.32875
H -3.94627 3.71745 5.84339
H -2.10994 -4.62084 0.27297
H 4.44178 -2.22077 -2.13505
H 0.03589 4.34443 -1.26567
H 2.22120 -1.37772 -3.99245
H 3.65387 -4.14164 -1.38190
H -1.00937 4.30735 0.16580
H -1.01611 -2.59971 -1.96566
H -6.27575 1.41387 0.58214
H 1.72744 -0.94884 -1.58290
H -1.60250 4.99255 -1.37159
H -1.22876 -3.74422 3.83225
H -5.84270 3.75423 -0.04171
H -2.92570 -1.78978 0.90596
H -4.31119 -2.35129 1.84200
H -0.61515 2.96730 -3.33093
H -3.47817 -0.84984 2.28991
H 1.85914 4.73900 -1.03172